Entry 1:
70
Properties=species:S:1:pos:R:3:nbo_charge:R:1 method="wB97M-V/def2-TZVPD" s_squared=2.068 lumo_ev="-10.219 / -10.312" spin_multiplicity=3 de_lowest_ev=0.387 charge=+3 orbital_gap_ev="5.95 / 5.87"
Mo -0.267 -0.429 0.201 0.238
C 2.833 -3.098 2.327 -0.953
Sb 1.627 -1.363 2.107 1.346
C 3.160 0.100 2.310 -0.999
C 0.537 -1.535 3.951 -0.719
C 1.222 -0.874 5.104 -0.124
C 1.741 -1.695 6.108 -0.187
C 2.351 -1.160 7.227 -0.174
C 2.447 0.218 7.360 -0.160
C 1.942 1.042 6.367 -0.211
C 1.340 0.520 5.222 0.021
C 0.918 1.547 4.195 -0.753
Sb -0.470 1.249 2.586 1.274
C -2.321 1.113 3.615 -0.954
C -0.401 3.229 1.824 -0.976
H 3.745 -3.032 1.741 0.249
H 2.294 -4.017 2.112 0.254
H 3.094 -3.071 3.387 0.266
H 3.428 0.174 3.365 0.276
H 2.870 1.077 1.927 0.235
H 4.029 -0.254 1.757 0.259
H 0.460 -2.611 4.117 0.267
H -0.482 -1.181 3.781 0.217
H 1.637 -2.770 6.021 0.222
H 2.736 -1.813 7.998 0.249
H 2.912 0.653 8.233 0.250
H 2.025 2.116 6.480 0.231
H 1.794 1.988 3.711 0.249
H 0.420 2.379 4.704 0.264
H -2.206 1.714 4.516 0.271
H -2.533 0.084 3.899 0.251
H -3.134 1.513 3.015 0.257
H -0.621 3.915 2.641 0.273
H -1.134 3.380 1.033 0.248
H 0.598 3.442 1.444 0.253
C -1.646 1.304 -2.842 -0.954
P -1.231 -0.351 -2.227 1.077
C -2.731 -1.356 -2.392 -0.949
C -0.079 -1.022 -3.467 -0.736
C 0.646 -2.211 -2.867 -0.722
P 1.360 -1.746 -1.250 1.104
C 2.338 -3.216 -0.844 -0.954
C 2.571 -0.443 -1.634 -0.974
H -1.832 1.231 -3.916 0.284
H -0.821 2.000 -2.685 0.262
H -2.545 1.693 -2.368 0.269
H -3.050 -1.323 -3.436 0.281
H -3.537 -0.965 -1.774 0.262
H -2.534 -2.390 -2.109 0.264
H 0.621 -0.233 -3.755 0.261
H -0.642 -1.292 -4.363 0.290
H 1.464 -2.557 -3.504 0.280
H -0.021 -3.064 -2.709 0.264
H 2.683 -3.655 -1.781 0.282
H 1.737 -3.953 -0.317 0.271
H 3.213 -2.957 -0.254 0.260
H 3.147 -0.719 -2.520 0.289
H 3.264 -0.323 -0.800 0.265
H 2.093 0.522 -1.828 0.250
Cl -0.522 -3.949 1.348 0.057
C -1.916 -2.932 1.355 0.017
C -1.786 -1.621 0.909 -0.377
C -2.936 -0.854 0.918 0.029
Cl -2.654 0.772 0.282 0.159
C -4.185 -1.266 1.335 -0.131
Cl -5.524 -0.212 1.292 0.143
C -4.281 -2.594 1.790 -0.056
Cl -5.779 -3.182 2.322 0.181
C -3.143 -3.429 1.794 -0.111
Cl -3.281 -5.039 2.329 0.156

=====

Entry 2:
81
Properties=species:S:1:pos:R:3:lowdin_charge:R:1 method="wB97M-V/def2-TZVPD" lumo_ev=-5.680 de_lowest_ev=14.096 charge=+1 orbital_gap_ev=4.41
F 1.948 -4.277 3.205 0.038
C 0.532 -3.755 3.239 -0.127
F -0.325 -4.996 3.322 0.032
F 0.412 -2.970 4.482 0.061
C 0.249 -2.951 1.846 -0.073
F 1.358 -3.380 0.909 0.037
F -0.989 -3.535 1.209 0.029
C 0.307 -1.340 1.890 -0.089
F 1.682 -0.924 2.335 0.052
F 0.204 -0.851 0.464 0.036
C -0.792 -0.525 2.750 -0.071
F -0.189 -0.135 4.080 0.042
F -0.960 0.802 2.040 0.030
C -2.290 -1.162 2.862 -0.076
F -2.345 -2.484 3.587 0.022
F -2.817 -1.261 1.456 0.028
C -3.389 -0.205 3.660 -0.160
F -2.944 0.172 5.040 0.012
F -3.753 1.034 2.879 -0.001
C -4.856 -0.976 3.888 -0.076
C -5.851 -0.882 2.590 -0.145
C -6.960 -2.106 2.483 -0.037
C -8.392 -1.744 1.763 0.093
C -9.403 -3.077 1.719 0.093
N -8.847 -4.332 2.326 -0.039
N -7.660 -4.657 2.891 0.063
C -6.629 -3.604 3.021 0.052
H -4.740 -2.049 4.351 0.115
H -5.383 -0.328 4.743 0.157
H -5.321 -0.765 1.555 0.137
H -6.496 0.112 2.738 0.144
H -8.680 -0.694 1.324 0.133
H -10.497 -3.015 1.247 0.158
H -9.545 -5.140 2.302 0.188
H -5.592 -3.884 3.541 0.149
C -1.458 2.119 -6.207 -0.109
O -0.934 1.754 -4.940 -0.213
C 0.409 1.278 -5.022 -0.187
C 1.148 1.536 -3.706 -0.168
O 1.556 2.900 -3.535 -0.141
C 0.506 3.842 -3.278 -0.165
C -0.114 3.707 -1.885 -0.183
O -1.003 2.591 -1.838 -0.202
C -1.104 2.031 -0.540 -0.128
H -1.539 1.239 -6.853 0.087
H -2.453 2.547 -6.057 0.088
H -0.827 2.879 -6.678 0.087
H 0.947 1.771 -5.841 0.128
H 0.366 0.201 -5.215 0.125
H 2.080 0.956 -3.726 0.114
H 0.585 1.184 -2.841 0.116
H -0.248 3.813 -4.065 0.116
H 0.980 4.827 -3.339 0.128
H -0.698 4.604 -1.652 0.126
H 0.687 3.595 -1.144 0.127
H -0.118 1.724 -0.177 0.073
H -1.737 1.142 -0.600 0.084
H -1.557 2.748 0.150 0.088
C 5.083 1.623 -3.448 -0.104
O 5.871 1.229 -2.336 -0.208
C 6.370 2.346 -1.600 -0.188
C 6.598 1.961 -0.137 -0.169
O 5.391 1.891 0.633 -0.133
C 4.525 0.784 0.345 -0.171
C 5.072 -0.564 0.821 -0.191
O 6.089 -1.033 -0.065 -0.207
C 7.035 -1.863 0.587 -0.109
H 5.697 2.156 -4.182 0.091
H 4.671 0.723 -3.913 0.086
H 4.248 2.251 -3.124 0.075
H 5.668 3.188 -1.648 0.127
H 7.321 2.643 -2.056 0.125
H 7.192 2.758 0.331 0.128
H 7.180 1.044 -0.037 0.116
H 4.252 0.766 -0.710 0.117
H 3.604 0.986 0.900 0.116
H 4.268 -1.308 0.823 0.115
H 5.466 -0.453 1.838 0.126
H 7.500 -1.332 1.423 0.087
H 7.818 -2.117 -0.132 0.091
H 6.558 -2.782 0.938 0.085

=====

Entry 3:
79
Properties=species:S:1:pos:R:3:lowdin_spin:R:1 method="wB97M-V/def2-TZVPD" s_squared=0.967 lumo_ev="-5.501 / -5.016" spin_multiplicity=2 charge=+1 orbital_gap_ev="4.80 / 5.10"
Fe 0.427 -0.285 -0.059 1.065
C 1.441 -2.981 -2.200 -0.004
C 1.248 -1.972 -3.325 -0.009
N 1.320 -0.598 -2.828 -0.110
C 2.673 -0.090 -3.004 -0.008
C 3.009 1.208 -2.288 0.000
C 0.261 0.286 -3.286 -0.004
C -1.140 -0.229 -2.915 0.003
N -1.109 -0.796 -1.599 0.028
C -2.136 -1.456 -1.078 -0.004
C -1.887 -2.293 0.044 0.022
F -0.572 -2.462 0.396 0.019
C -2.876 -2.950 0.737 -0.001
F -2.555 -3.686 1.808 -0.003
C -4.205 -2.853 0.343 0.031
C -4.485 -2.093 -0.783 -0.002
F -5.753 -1.996 -1.198 -0.003
C -3.499 -1.424 -1.485 0.020
F -3.854 -0.675 -2.549 0.007
H 1.478 -3.989 -2.605 0.000
H 2.365 -2.783 -1.662 0.000
H 0.612 -2.914 -1.504 0.000
H 2.016 -2.143 -4.092 -0.003
H 0.282 -2.139 -3.800 0.000
H 3.334 -0.862 -2.605 -0.001
H 2.881 0.034 -4.081 -0.006
H 2.954 1.040 -1.217 0.001
H 4.028 1.481 -2.552 0.000
H 2.343 2.021 -2.566 0.000
H 0.404 1.250 -2.795 0.000
H 0.295 0.440 -4.379 -0.003
H -1.842 0.615 -2.983 0.003
H -1.482 -0.979 -3.641 0.002
H -4.986 -3.369 0.873 0.002
O 4.435 -0.773 1.512 -0.002
S 3.472 -1.485 0.732 0.002
O 4.008 -2.251 -0.373 -0.003
O 2.360 -0.618 0.192 0.001
C 2.550 -2.661 1.729 0.001
C 2.647 -3.987 1.346 0.000
C 1.826 -4.931 1.941 0.000
C 0.948 -4.552 2.945 0.000
C 0.896 -3.230 3.359 0.000
C 1.693 -2.281 2.734 0.001
S 1.209 -0.585 3.018 0.001
O 0.704 -0.451 4.362 -0.007
O 2.140 0.420 2.592 0.000
O 0.022 -0.571 2.062 -0.030
H 3.338 -4.238 0.557 0.000
H 1.863 -5.954 1.603 0.000
H 0.288 -5.285 3.383 0.000
H 0.227 -2.906 4.142 0.000
N 1.224 6.513 -1.441 0.000
C 1.219 5.033 -1.632 0.000
C 0.602 4.301 -0.426 0.000
N 0.790 2.888 -0.667 0.002
H 1.630 7.000 -2.250 0.000
H 1.772 6.747 -0.604 0.000
H 0.263 6.849 -1.301 0.000
H 2.242 4.683 -1.772 0.000
H 0.647 4.791 -2.527 0.000
H -0.470 4.518 -0.381 0.000
H 1.068 4.668 0.503 0.000
H 1.677 2.566 -0.292 0.001
H 0.061 2.346 -0.199 0.001
O -1.086 1.396 0.773 -0.007
S -1.118 1.408 2.293 0.000
C -2.492 0.289 2.751 0.000
C -3.373 1.054 3.716 0.000
C -3.580 2.432 3.096 0.000
C -2.217 2.913 2.632 -0.002
H -2.046 -0.602 3.180 0.000
H -2.991 0.044 1.814 0.000
H -2.867 1.144 4.678 0.000
H -4.324 0.544 3.875 0.000
H -4.021 3.123 3.813 0.000
H -4.256 2.350 2.245 0.000
H -1.696 3.455 3.416 0.000
H -2.273 3.532 1.744 0.000

=====

Entry 4:
68
Properties=species:S:1:pos:R:3:nbo_charge:R:1 method="wB97M-V/def2-TZVPD" s_squared=0.754 lumo_ev="4.508 / 4.474" spin_multiplicity=2 charge=-2 orbital_gap_ev="1.82 / 3.30"
C 3.558 -2.967 0.743 -0.781
I 0.355 -3.618 1.590 -0.326
H 4.580 -2.669 0.457 0.136
H 3.144 -3.743 0.056 0.248
H 3.557 -3.340 1.783 0.242
C -1.642 -0.628 3.882 -0.126
C -0.431 -0.598 4.473 -0.099
N 0.446 -1.287 3.667 -0.429
C -0.217 -1.790 2.581 -0.073
N -1.507 -1.318 2.681 -0.438
H -2.577 -0.251 4.267 0.196
H -0.095 -0.170 5.402 0.194
C 0.337 -3.406 -3.907 -0.386
C 1.011 -2.387 -1.964 0.054
N -0.016 -3.051 -2.609 -0.375
H 2.264 -3.119 -4.936 0.201
N 2.010 -2.398 -2.908 -0.376
H -0.322 -3.934 -4.574 0.202
Yb 0.413 -1.034 -0.004 0.906
C 2.637 -1.852 0.693 0.198
O 2.662 -0.631 0.542 -0.745
C 1.613 -3.010 -4.088 -0.118
C 3.354 -1.891 -2.720 -0.433
H 3.822 -1.779 -3.708 0.192
H 3.974 -2.586 -2.131 0.205
H 3.353 -0.912 -2.218 0.232
C -1.321 -3.324 -2.046 -0.539
H -1.774 -4.169 -2.588 0.208
H -2.006 -2.459 -2.160 0.194
H -1.245 -3.591 -0.976 0.244
C -2.472 -1.333 1.583 -0.389
H -3.393 -1.861 1.870 0.193
H -2.038 -1.834 0.697 0.212
H -2.744 -0.297 1.311 0.213
C 1.890 -1.290 3.904 -0.396
H 2.343 -2.252 3.637 0.220
H 2.062 -1.089 4.970 0.177
H 2.360 -0.460 3.350 0.210
C -0.767 2.986 3.341 -0.596
C -1.509 2.312 2.197 -0.272
C -3.007 2.223 2.467 -0.609
C -1.237 2.927 0.819 -0.028
C -1.557 4.247 0.514 -0.239
C -1.436 4.724 -0.788 -0.297
C -0.952 3.897 -1.796 -0.211
C -0.542 2.597 -1.525 -0.084
C 0.026 1.678 -2.626 -0.237
C -1.014 1.419 -3.716 -0.717
C 1.321 2.230 -3.224 -0.625
C -0.699 2.094 -0.194 0.357
O -0.370 0.862 0.090 -0.883
H -1.122 4.015 3.465 0.180
H 0.310 2.996 3.137 0.215
H -0.934 2.439 4.278 0.200
H -1.142 1.282 2.128 0.246
H -3.372 3.157 2.907 0.184
H -3.234 1.405 3.163 0.197
H -3.563 2.062 1.535 0.214
H -1.918 4.893 1.313 0.186
H -1.735 5.746 -1.026 0.185
H -0.867 4.263 -2.826 0.191
H 0.268 0.703 -2.155 0.205
H -1.368 2.369 -4.138 0.186
H -0.594 0.808 -4.527 0.201
H -1.877 0.887 -3.296 0.209
H 2.107 2.280 -2.459 0.209
H 1.675 1.581 -4.036 0.199
H 1.165 3.240 -3.623 0.188

=====

Entry 5:
64
Properties=species:S:1:pos:R:3:nbo_charge:R:1 method="wB97M-V/def2-TZVPD" s_squared=6.101 lumo_ev="-3.151 / -3.409" spin_multiplicity=5 de_lowest_ev=0.006 charge=+1 orbital_gap_ev="6.48 / 7.70"
C 1.142 1.264 1.080 -0.282
C 1.777 0.995 -0.181 -0.344
C 0.912 1.465 -1.224 -0.319
H 2.773 0.594 -0.317 0.260
C -0.300 1.943 -0.620 -0.241
C -0.159 1.817 0.805 -0.357
H -0.894 2.121 1.539 0.255
H 1.590 1.106 2.052 0.255
H 1.176 1.523 -2.275 0.271
H -1.161 2.363 -1.148 0.267
Mn -0.021 -0.149 -0.074 0.906
C -1.511 -0.570 -1.359 -1.016
H -2.367 -0.507 -0.656 0.209
H -1.480 -1.556 -1.842 0.218
H -1.621 0.211 -2.140 0.233
Si -0.062 -1.091 -4.600 1.161
C 1.412 -1.414 -5.723 -0.495
C 2.257 -0.292 -5.832 -0.208
H 2.007 0.627 -5.297 0.210
C 3.411 -0.317 -6.615 -0.200
H 4.043 0.573 -6.666 0.220
C 3.746 -1.475 -7.324 -0.197
H 4.660 -1.499 -7.918 0.224
C 2.908 -2.596 -7.258 -0.229
H 3.169 -3.490 -7.833 0.224
C 1.749 -2.566 -6.464 -0.138
H 1.109 -3.449 -6.439 0.207
C -1.345 -0.236 -5.624 -0.416
C -1.124 0.059 -6.981 -0.212
H -0.298 -0.405 -7.518 0.223
C -1.931 0.982 -7.651 -0.209
H -1.710 1.257 -8.685 0.223
C -3.019 1.563 -6.989 -0.195
H -3.641 2.303 -7.502 0.222
C -3.318 1.192 -5.670 -0.215
H -4.174 1.640 -5.156 0.218
C -2.511 0.255 -5.012 -0.223
H -2.780 -0.075 -4.005 0.205
H 0.380 -0.075 -3.599 -0.213
H -0.620 -2.183 -3.783 -0.185
C 1.231 -2.785 -1.627 -0.960
P 0.757 -2.238 0.026 0.946
C 1.849 -3.109 1.206 -0.932
C -0.801 -3.133 0.562 -0.683
C -1.372 -2.464 1.813 -0.732
P -0.599 -0.826 2.178 0.894
C -1.627 0.125 3.334 -0.942
C 0.795 -1.086 3.370 -0.939
H 0.824 -3.782 -1.861 0.259
H 2.327 -2.826 -1.712 0.265
H 0.892 -2.061 -2.388 0.265
H 1.421 -3.150 2.214 0.249
H 2.045 -4.146 0.898 0.258
H 2.805 -2.584 1.273 0.246
H -1.518 -3.120 -0.267 0.254
H -0.521 -4.167 0.803 0.246
H -2.448 -2.282 1.692 0.263
H -1.254 -3.083 2.713 0.242
H -1.932 -0.487 4.188 0.249
H -1.092 1.003 3.721 0.254
H -2.543 0.464 2.854 0.247
H 0.673 -2.036 3.901 0.242
H 1.785 -1.090 2.906 0.237
H 0.808 -0.295 4.131 0.255

=====

Entry 6:
82
Properties=species:S:1:pos:R:3:lowdin_charge:R:1 method="wB97M-V/def2-TZVPD" lumo_ev=1.892 de_lowest_ev=1.346 charge=-1 orbital_gap_ev=9.21
N 0.258 1.375 -0.539 -0.569
O -0.164 0.310 -0.113 -0.078
O 1.492 1.593 -0.346 -0.075
O -0.611 2.294 -0.769 -0.058
C -0.697 1.939 3.254 0.014
C 0.523 2.890 3.587 -0.315
C 1.229 3.393 2.217 0.014
O 1.601 4.766 2.712 0.076
C 0.825 5.091 3.702 -0.580
O 0.833 6.201 4.206 0.118
O 0.057 4.052 4.156 0.081
H -1.227 1.618 4.118 0.060
H -0.350 1.018 2.714 0.082
H -1.211 2.650 2.590 0.094
H 1.155 2.544 4.196 0.070
H 0.563 3.356 1.335 0.110
H 2.171 2.698 2.069 0.147
C -1.813 -2.417 2.135 -0.009
C -3.044 -1.618 2.554 -0.348
C -3.512 -0.811 1.429 -0.115
O -4.497 -1.659 0.804 0.107
C -4.899 -2.479 1.695 -0.661
O -5.968 -3.071 1.661 0.119
O -4.156 -2.500 2.767 0.110
H -1.660 -3.110 2.980 0.086
H -0.768 -1.890 1.929 0.127
H -2.213 -3.088 1.391 0.082
H -3.007 -0.967 3.465 0.169
H -2.581 -0.514 0.851 0.133
H -3.962 0.269 1.822 0.192
C -4.718 0.597 -2.137 -0.022
C -3.689 1.458 -1.469 -0.216
C -3.483 2.998 -2.005 -0.060
O -3.991 3.808 -0.998 0.080
C -4.432 3.147 0.034 -0.614
O -4.968 3.705 0.985 0.111
O -4.211 1.885 -0.178 0.058
H -5.768 1.051 -2.074 0.125
H -4.769 -0.320 -1.590 0.054
H -4.550 0.431 -3.182 0.077
H -2.763 1.059 -1.287 0.080
H -4.150 3.196 -2.870 0.132
H -2.543 3.308 -2.312 0.091
C 4.304 -0.494 2.236 -0.062
C 3.244 -1.450 2.251 -0.347
C 2.620 -2.043 0.946 -0.099
O 2.512 -3.422 1.233 0.057
C 3.094 -3.820 2.361 -0.550
O 3.062 -4.943 2.809 0.144
O 3.615 -2.700 2.926 0.057
H 3.889 0.570 1.845 0.146
H 5.157 -0.826 1.658 0.083
H 4.643 -0.474 3.254 0.081
H 2.204 -0.955 2.830 0.209
H 3.216 -1.823 -0.082 0.161
H 1.649 -1.503 0.870 0.105
C 3.220 -0.067 -2.703 -0.012
C 4.216 1.000 -2.188 -0.286
C 5.467 0.344 -1.688 -0.063
O 6.545 0.965 -2.424 0.070
C 5.958 1.760 -3.331 -0.562
O 6.662 2.335 -4.231 0.049
O 4.680 1.770 -3.287 0.129
H 2.409 0.442 -3.315 0.110
H 2.882 -0.754 -2.005 0.023
H 3.673 -0.851 -3.362 0.107
H 3.790 1.729 -1.645 0.103
H 5.615 -0.637 -1.742 0.087
H 5.573 0.924 -0.611 0.190
C -2.455 -2.374 -2.309 -0.010
C -1.431 -2.438 -3.433 -0.337
C -0.041 -1.998 -2.913 -0.001
O 0.541 -3.381 -2.762 0.082
C -0.170 -4.295 -3.308 -0.596
O 0.225 -5.412 -3.420 0.154
O -1.375 -3.788 -3.841 0.053
H -3.676 -2.716 -2.654 0.192
H -2.372 -1.375 -1.920 0.052
H -2.338 -2.804 -1.434 0.010
H -1.604 -1.931 -4.355 0.140
H -0.166 -1.421 -2.049 0.075
H 0.643 -1.382 -3.727 0.177